[1]
Below is a structure of composition C24H27BFFeN10P, with properties calculated with ωB97M-V with the def2-TZVPD basis set.

- gap between HOMO and LUMO (spin up / spin down) (eV) = 7.3 / 7.3
- energy relative to the best compared isomer or geometry (same formula, charge and spin) (kJ/mol) = 25.9
- HOMO energy (spin up / spin down) (eV) = -7.03 / -7.02
- net charge = 0

Element x y z (Å)
H1 -0.5630 -0.5016 4.6935
C1 -2.8705 2.9553 -1.8888
N1 0.6507 3.7212 0.3702
C2 -2.5399 2.8446 -0.5570
H2 1.5320 -1.9073 -2.6182
H3 -5.3368 -2.9561 0.5379
C3 0.3533 4.4638 -0.7397
C4 2.3362 0.1445 -0.3333
H4 1.0355 3.6931 2.4105
C5 -1.8130 0.8741 -2.3527
C6 -4.3527 -2.7849 0.1395
H5 0.3834 -5.7466 -1.4923
H6 -1.5826 1.6491 0.9136
H7 1.2013 1.0553 5.1668
C7 2.0629 -1.2568 -1.9446
C8 -1.8147 1.7271 -0.1465
N2 1.4120 -0.5340 -0.9863
C9 0.5644 -4.8957 -0.8585
H8 5.0969 0.1117 0.5758
H9 1.6817 -2.8400 1.4093
H10 -1.5828 -4.1900 -2.7301
P1 2.0417 1.3342 0.9996
C10 4.8228 0.4682 -0.4165
B1 -1.2913 -3.3271 -1.9470
C11 -2.5217 1.9846 -2.8026
C12 -3.4793 -1.7281 0.4238
H11 0.8118 4.0259 -2.8459
N3 1.4190 2.5999 -1.3769
C13 -1.4164 0.7067 -1.0170
H12 4.7508 1.5544 -0.4010
H13 -1.6214 -1.6463 2.4140
H14 -2.8085 2.0956 -3.8409
H15 -0.1882 5.3913 -0.6754
N4 3.5661 -0.1141 -0.8457
N5 -2.4967 -2.9594 -1.0418
C14 -0.3196 -0.3641 3.6551
H16 5.5955 0.1798 -1.1241
C15 -3.6801 -3.5416 -0.8020
C16 -0.8382 -0.9169 2.5219
H17 -0.6813 3.4833 1.9766
H18 1.4858 2.2910 3.9373
H19 2.5736 0.8991 4.0555
N6 -2.3688 -1.8573 -0.2898
C17 1.4601 -4.7075 0.1807
N7 0.2416 -2.8567 -0.1072
H20 -1.5645 0.1079 -3.0823
N8 0.6801 0.4715 3.2522
H21 2.1764 -5.4111 0.5663
C18 0.7388 0.4214 1.8851
N9 -0.1759 -0.4264 1.4371
C19 1.2633 2.5865 -0.0725
H22 0.0981 5.0736 1.8467
H23 -2.8514 3.6164 0.1380
F1 -3.5624 4.0526 -2.3092
C20 0.8485 3.7648 -1.8023
Fe1 -0.5371 -0.9907 -0.4850
C21 3.3998 -1.0015 -1.8726
H24 -3.6102 -0.8731 1.0671
C22 1.5395 1.2257 4.1480
H25 -0.9209 -2.2755 -2.4719
H26 -3.9710 -4.4326 -1.3314
N10 -0.1480 -3.7710 -1.0018
C23 0.2457 4.0026 1.7259
C24 1.2106 -3.4022 0.6184
H27 4.2290 -1.3601 -2.4555

[2]
Below is a structure of composition C24H27Cl2N4O2Ti, with properties calculated with ωB97M-V with the def2-TZVPD basis set.

- gap between HOMO and LUMO (spin up / spin down) (eV) = 7.2 / 7.3
- HOMO energy (spin up / spin down) (eV) = -7.21 / -7.31
- net charge = 0
- multiplicity = 2
- ⟨S²⟩ = 0.75

Element x y z (Å)
H1 -1.7132 2.4484 -2.8930
Cl1 4.8097 -1.6244 2.0183
H2 -2.9405 2.9583 5.0578
H3 -2.3307 -3.0951 -0.4446
H4 5.3141 -1.5584 -0.2642
H5 1.7783 -1.9985 2.5696
C1 -0.8324 0.4751 3.9727
C2 -1.1910 -2.2153 -4.3091
C3 -1.8717 -2.7551 -1.3631
C4 4.4620 -1.2463 0.3285
H6 1.4566 2.6727 -0.6714
Cl2 3.0488 -2.1826 -0.2498
H7 0.7589 2.5908 -3.6033
H8 -2.9486 -3.3774 -4.5646
H9 -1.2636 -1.9519 2.7003
H10 -0.5762 -0.4365 4.4931
H11 0.6295 3.7102 0.4462
Ti1 1.1400 -0.1466 0.2537
O1 2.9755 0.6362 0.2626
C5 -2.2843 -2.9326 -3.8363
H12 -1.2623 1.1885 -1.7844
H13 0.9252 -1.4800 4.0017
C6 -0.5630 3.1592 -1.2587
C7 0.2465 1.6903 -3.2489
O2 5.1680 0.9734 -0.0272
N1 0.6836 -0.2665 2.2716
H14 -0.3088 -3.3774 3.0895
C8 4.2068 0.2612 0.1410
C9 -1.7238 1.2741 4.6595
H15 -2.4650 4.1877 3.1120
H16 -1.4990 3.4515 -0.7743
N2 -0.1325 -1.8271 0.0301
C10 -0.1830 0.6217 2.7245
C11 -0.0806 -1.1845 -2.2509
H17 0.4732 -0.9795 -4.2650
C12 -1.1678 2.9115 2.1159
C13 -0.3179 -2.4605 2.4926
H18 -0.2122 1.2421 -4.1332
H19 -0.2062 4.0511 -1.7872
H20 0.6125 -3.5487 0.9070
C14 -0.3918 1.7774 1.8016
H21 -1.0588 -2.2156 -5.3869
N3 0.2421 1.6614 0.6391
N4 0.7591 -0.2799 -1.8095
H22 -3.4765 -3.6919 -2.2973
H23 -1.1732 3.6589 1.3351
C15 -2.2564 2.5143 4.3479
C16 1.3164 0.7309 -2.7013
C17 -0.7132 -1.9882 -1.1649
C18 0.4854 2.8370 -0.1978
H24 2.0633 1.2793 -2.1258
H25 -2.0437 0.8586 5.6104
C19 -0.2623 -2.8945 1.0300
C20 -0.8804 2.0801 -2.2887
H26 1.8643 0.2675 -3.5293
C21 -1.9688 3.2257 3.1987
H27 -1.1310 -3.5232 0.8404
C22 0.8402 -1.5611 2.9152
C23 -0.2578 -1.4671 -3.6322
C24 -2.5716 -3.1286 -2.5034

[3]
Below is a structure of composition C24H27CoNOSi at a distorted geometry, with properties calculated with ωB97M-V with the def2-TZVPD basis set.

- gap between HOMO and LUMO (spin up / spin down) (eV) = 4.4 / 6.5
- energy relative to the best compared isomer or geometry (same formula, charge and spin) (kJ/mol) = 0.0
- HOMO energy (spin up / spin down) (eV) = -4.16 / -6.22
- net charge = 0
- multiplicity = 4
- ⟨S²⟩ = 3.79

Element x y z (Å)
C1 2.3646 2.5156 -2.9340
C2 2.1049 0.6277 -4.3959
Co1 0.5554 -0.0415 1.4063
H1 -2.1408 -0.0838 1.0287
H2 1.9850 0.7001 4.6162
H3 0.1961 -4.7887 -2.1821
H4 -1.7581 0.9995 -0.6464
C3 -0.5098 -3.9715 -2.1338
H5 -3.0817 -1.0962 -1.9055
O1 -1.4661 0.1744 1.6815
C4 -1.2200 1.0274 3.9140
H6 2.1558 -0.9858 -0.9778
H7 0.6852 -0.8571 -3.7804
C5 -1.7364 1.4381 5.1478
C6 -2.3477 -1.9045 -1.9925
H8 1.2242 1.4215 6.8176
H9 -2.5373 1.8057 2.4291
H10 2.6667 1.4400 0.0600
C7 1.3833 2.0108 -2.0876
H11 1.5621 -2.6666 1.0860
C8 2.4233 0.4326 2.0504
C9 -2.7344 -3.1637 -2.4381
C10 1.1442 0.0969 -3.5435
H12 -1.2487 1.8829 7.2071
H13 1.9647 -1.3501 3.4018
H14 -2.1406 -5.1876 -2.9120
C11 2.7339 1.8287 -4.0877
C12 -2.1566 0.8308 2.7639
H15 -3.7608 -3.3064 -2.7374
C13 -1.8250 -4.2130 -2.5265
H16 1.0954 2.5379 -1.1848
C14 0.7717 0.7895 -2.3855
C15 2.0656 -0.9178 2.3980
H17 2.7025 1.2528 2.6988
H18 -3.0182 0.2328 3.0912
C16 -0.0772 -2.7115 -1.7104
C17 -2.0163 1.4070 -3.0944
C18 0.4839 1.3266 6.0354
H19 -2.2728 1.8215 -4.0598
C19 -0.8710 1.5848 6.2288
C20 1.8264 -1.6170 1.1688
H20 2.8488 3.4543 -2.6892
H21 2.3689 0.0883 -5.2970
H22 -1.4802 0.4555 -3.3677
H23 0.9559 -2.5747 -1.3988
H24 -2.8154 1.6010 5.1975
C21 -0.9987 -1.6499 -1.6847
Si1 -0.8101 0.1997 -1.5793
C22 0.9176 0.9194 4.7628
H25 -2.9118 1.1734 -2.5225
C23 2.4192 0.5475 0.6231
H26 3.5063 2.2298 -4.7453
H27 -1.3937 2.1796 -2.6183
C24 2.1297 -0.7363 0.0830
N1 0.0880 0.7896 3.7210

[4]
Below is a structure of composition C24H27F3IN2O10STm at a distorted geometry, with properties calculated with ωB97M-V with the def2-TZVPD basis set.

- gap between HOMO and LUMO (spin up / spin down) (eV) = 8.0 / 8.0
- energy relative to the best compared isomer or geometry (same formula, charge and spin) (kJ/mol) = 0.0
- HOMO energy (spin up / spin down) (eV) = -7.77 / -7.78
- net charge = 0
- multiplicity = 3
- ⟨S²⟩ = 2.00

Element x y z (Å)
H1 2.3652 1.4205 -3.8495
H2 1.8756 4.9283 -1.6145
C1 -2.9729 -2.5581 -2.6765
C2 1.9880 4.5449 -2.6224
C3 -3.5870 0.1439 -3.7621
H3 -0.2860 -0.7865 4.2577
H4 -2.1026 3.2362 -1.9985
O1 1.0794 -2.3813 0.5857
H5 3.7656 0.4920 4.5838
H6 1.1622 4.9259 -3.2297
H7 2.3777 2.7213 1.7002
C4 -2.9601 -2.5623 5.3213
C5 1.3913 -4.2991 -1.1203
O2 -0.9436 -1.5357 -2.0566
Tm1 0.2031 -0.5356 -0.4372
C6 -1.2146 -1.0434 1.7479
I1 -3.8187 -3.3098 7.0707
C7 -1.7717 -1.8477 5.3988
H8 3.7068 -1.5607 1.6678
H9 1.0680 1.9362 2.6017
H10 -3.7945 3.5046 -3.7698
C8 1.6500 1.9043 1.6842
H11 4.7766 -0.9969 2.9684
C9 3.7381 -1.1260 2.6612
C10 1.5229 2.3038 -1.6804
H12 -4.5106 -3.3503 4.0585
H13 -2.4979 -3.4253 -2.2259
H14 -3.1311 -2.7516 -3.7408
H15 2.0216 0.7284 4.4222
F1 2.0529 -4.6352 -2.2257
H16 3.2383 -1.7982 3.3614
N1 3.0661 0.1706 2.6587
H17 3.1599 1.9496 3.8141
C11 1.0486 2.9723 -0.3930
C12 -2.5841 -0.0286 -2.7931
O3 -1.6636 -1.4261 0.6356
H18 -3.9463 -2.3758 -2.2205
C13 -1.8253 -1.5699 3.0060
F2 1.6042 -5.2223 -0.1822
H19 3.4184 2.8121 -4.1865
C14 -3.4589 2.5109 -3.4944
O4 -1.1885 0.9891 -1.1486
S1 2.0241 -2.6909 -0.5035
C15 -2.5060 2.3713 -2.5148
C16 -2.0899 -1.3605 -2.4859
O5 3.3745 -2.9646 -0.1309
O6 1.8095 -1.7507 -1.6113
H20 -3.4651 -2.4656 1.9787
H21 -4.7744 1.5119 -4.8998
C17 -3.0076 -2.2934 2.9446
H22 -4.0048 -0.7307 -4.2481
C18 -4.0202 1.3926 -4.1337
H23 -1.2920 -1.6844 6.3542
F3 0.0915 -4.2603 -1.3908
O7 -0.2397 -0.2325 1.8188
O8 2.3783 -0.0191 0.5114
N2 2.0262 3.0923 -2.6526
H24 1.7805 3.6963 -0.0360
C19 -1.2112 -1.3494 4.2312
C20 2.4058 2.5002 -3.9279
O9 1.4127 1.0962 -1.8238
H25 0.1227 3.5015 -0.6241
C21 -3.5867 -2.7904 4.1034
C22 2.3980 0.5855 1.5827
O10 0.7564 2.0320 0.6068
C23 2.9870 0.8808 3.9324
H26 2.9199 4.9375 -3.0288
H27 1.7232 2.8303 -4.7144
C24 -2.0351 1.0956 -2.1155